ORCA calculation (ωB97M-V/def2-TZVPD) on a structure of composition C34H45Br2N10OPPrS.

**Charge**: +3
**E_HOMO (spin up / spin down)**: -15.378 / -15.379 eV
**M**: 973.56 g/mol
**2S+1**: 3
**Frontier orbital gap (spin up / spin down)**: 6.55 / 6.58 eV

Last column: Mulliken spin population.
Cartesian coordinates (Å):
Pr1 0.523 0.814 1.296  2.02
N1 -2.844 3.570 3.155  0.00
C1 -2.215 2.644 2.444  0.00
N2 -0.975 2.708 1.987  0.00
C2 -0.344 3.966 2.094  0.00
N3 0.860 4.201 1.600  0.00
N4 1.406 3.107 1.055  -0.01
C3 2.467 3.230 0.254  0.00
C4 3.111 2.115 -0.334  0.00
C5 4.297 2.304 -1.033  0.00
C6 4.997 1.181 -1.449  0.00
C7 4.492 -0.109 -1.107  0.00
C8 3.277 -0.188 -0.483  0.00
N5 2.585 0.881 -0.090  0.00
C9 -1.026 5.063 2.724  0.00
C10 -0.511 6.375 2.896  0.00
C11 -1.198 7.368 3.552  0.00
C12 -2.371 7.095 4.255  0.00
C13 -2.917 5.782 4.146  0.00
C14 -2.256 4.831 3.353  0.00
H1 -3.746 3.373 3.586  0.00
H2 -2.796 1.730 2.248  0.00
H3 2.924 4.231 0.229  0.00
H4 4.629 3.305 -1.328  0.00
H5 5.959 1.323 -1.944  0.00
H6 5.030 -1.039 -1.412  0.00
H7 2.771 -1.146 -0.322  0.00
H8 0.440 6.550 2.378  0.00
H9 -0.856 8.380 3.528  0.00
H10 -2.982 7.835 4.813  0.00
H11 -3.882 5.500 4.570  0.00
Br1 -1.289 -1.519 2.100  0.00
C15 -2.047 -0.711 3.790  0.00
Br2 -0.571 0.261 4.643  0.00
H12 -2.388 -1.535 4.446  0.00
H13 -2.840 -0.015 3.460  0.00
O1 -0.407 -0.010 -0.956  0.00
P1 -1.238 -0.414 -2.202  0.00
N6 -0.612 0.275 -3.517  0.00
C16 -0.420 -0.360 -4.796  0.00
C17 0.123 0.702 -5.732  0.00
C18 0.268 2.024 -4.911  0.00
C19 -0.277 1.714 -3.509  0.00
N7 -1.106 -2.055 -2.506  0.00
C20 0.262 -2.606 -2.514  0.00
C21 0.181 -3.967 -1.750  0.00
C22 -1.292 -4.364 -1.645  0.00
C23 -2.045 -3.046 -1.873  0.00
N8 -2.830 -0.155 -1.857  0.00
C24 -3.892 -0.421 -2.847  0.00
C25 -5.192 0.116 -2.186  0.00
C26 -4.725 1.125 -1.097  0.00
C27 -3.180 1.087 -1.103  0.00
H14 -1.385 -0.766 -5.110  0.00
H15 0.282 -1.215 -4.714  0.00
H16 -0.588 0.877 -6.564  0.00
H17 1.063 0.395 -6.187  0.00
H18 -0.331 2.868 -5.327  0.00
H19 1.327 2.399 -4.925  0.00
H20 -1.174 2.309 -3.318  0.00
H21 0.412 1.884 -2.676  0.00
H22 1.054 -1.981 -2.092  0.00
H23 0.502 -2.807 -3.553  0.00
H24 0.714 -3.918 -0.792  0.00
H25 0.800 -4.683 -2.361  0.00
H26 -1.541 -4.829 -0.676  0.00
H27 -1.584 -5.057 -2.433  0.00
H28 -2.471 -2.621 -0.944  0.00
H29 -2.876 -3.117 -2.579  0.00
H30 -3.920 -1.430 -3.181  0.00
H31 -3.684 0.196 -3.725  0.00
H32 -5.833 -0.696 -1.750  0.00
H33 -5.743 0.620 -2.958  0.00
H34 -5.112 0.867 -0.072  0.00
H35 -5.122 2.118 -1.337  0.00
H36 -2.709 1.002 -0.119  0.00
H37 -2.735 1.958 -1.594  0.00
N9 1.548 -2.624 3.473  0.00
C28 2.623 -1.979 3.082  0.00
S1 2.703 -0.278 2.852  0.00
N10 3.724 -2.680 2.769  0.00
C29 3.867 -4.097 2.632  0.00
C30 3.630 -4.881 3.770  0.00
C31 3.350 -6.226 3.526  0.00
C32 3.366 -6.789 2.255  0.00
C33 3.692 -5.979 1.162  0.00
C34 4.029 -4.644 1.370  0.00
H38 0.743 -2.029 3.719  0.00
H39 1.594 -3.596 3.786  0.00
H40 4.519 -2.095 2.499  0.00
H41 3.653 -4.462 4.776  0.00
H42 3.046 -6.835 4.384  0.00
H43 3.042 -7.840 2.153  0.00
H44 3.804 -6.397 0.162  0.00
H45 4.391 -4.045 0.516  0.00



ORCA calculation (ωB97M-V/def2-TZVPD) on a structure of composition C34H45BrN2O4S4V.

**Charge**: -1
**E_HOMO**: -4.528 eV
**M**: 804.86 g/mol
**2S+1**: 3
**Frontier orbital gap**: 6.64 eV

Last column: Mulliken spin population.
Cartesian coordinates (Å):
V1 -1.282 1.495 -0.322  1.87
C1 -2.692 2.271 1.209  -0.07
C2 -1.383 2.683 1.598  -0.01
C3 -0.898 3.582 0.610  0.03
C4 -1.912 3.746 -0.366  -0.14
C5 -3.014 2.926 -0.013  0.11
C6 -4.323 2.804 -0.732  -0.02
C7 -1.821 4.645 -1.558  0.01
C8 0.432 4.264 0.656  0.03
C9 -0.680 2.389 2.886  -0.03
C10 -3.603 1.375 1.992  0.01
H1 -5.140 3.174 -0.107  0.00
H2 -4.545 1.770 -1.002  0.00
H3 -4.320 3.377 -1.658  0.00
H4 -2.107 5.664 -1.286  0.00
H5 -2.481 4.318 -2.362  0.00
H6 -0.808 4.673 -1.956  0.00
H7 0.399 5.122 1.335  0.00
H8 0.726 4.630 -0.328  0.00
H9 1.225 3.594 0.990  0.00
H10 -0.570 3.314 3.459  0.00
H11 0.320 1.978 2.730  0.00
H12 -1.224 1.665 3.488  0.00
H13 -4.174 1.956 2.723  0.00
H14 -3.039 0.608 2.525  0.00
H15 -4.316 0.869 1.340  0.00
C11 -0.583 -2.560 -0.712  0.00
C12 -1.610 -1.499 -1.073  0.01
C13 -2.981 -1.813 -0.497  0.00
O1 -1.184 -0.258 -0.581  0.19
H16 -0.880 -3.535 -1.108  0.00
H17 -0.484 -2.628 0.372  0.00
H18 0.394 -2.311 -1.130  0.00
H19 -1.688 -1.404 -2.164  0.00
H20 -2.910 -1.910 0.589  0.00
H21 -3.376 -2.745 -0.907  0.00
H22 -3.678 -1.008 -0.737  0.00
C14 4.161 1.761 -2.728  0.00
C15 3.628 0.378 -2.372  0.00
C16 2.166 0.401 -1.938  -0.01
S1 1.894 0.847 -0.207  0.02
O2 2.830 1.969 0.128  0.01
C17 2.543 -0.680 0.572  0.01
C18 3.742 -0.400 1.472  0.00
C19 3.331 0.145 2.833  0.00
H23 5.197 1.704 -3.068  0.00
H24 4.108 2.427 -1.869  0.00
H25 3.572 2.199 -3.538  0.00
H26 4.244 -0.080 -1.593  0.00
H27 3.705 -0.276 -3.245  0.00
H28 1.683 -0.574 -2.043  0.00
H29 1.580 1.113 -2.518  0.01
H30 2.785 -1.388 -0.222  0.00
H31 1.705 -1.074 1.152  0.00
H32 4.415 0.305 0.980  0.00
H33 4.286 -1.341 1.592  0.00
H34 2.822 1.104 2.722  0.00
H35 4.203 0.304 3.470  0.00
H36 2.644 -0.534 3.339  0.00
S2 -2.874 -6.034 4.177  0.00
C20 -1.802 -4.775 3.909  0.00
S3 -2.353 -3.174 3.526  0.00
C21 -0.713 -2.618 3.282  0.00
N1 0.165 -3.558 3.474  0.00
N2 -0.455 -4.753 3.841  0.00
C22 0.443 -5.839 4.038  0.00
C23 1.630 -5.845 3.311  0.00
C24 2.538 -6.875 3.487  0.00
C25 2.279 -7.898 4.388  0.00
C26 1.104 -7.873 5.122  0.00
C27 0.183 -6.849 4.957  0.00
S4 -0.409 -1.005 2.808  0.01
H37 1.828 -5.035 2.625  0.00
H38 3.456 -6.873 2.913  0.00
H39 2.992 -8.701 4.523  0.00
H40 0.894 -8.656 5.840  0.00
H41 -0.728 -6.831 5.530  0.00
Br1 2.255 4.427 -6.066  0.00
C28 0.610 3.508 -5.830  0.00
C29 -0.222 3.316 -6.921  0.00
C30 -1.419 2.638 -6.740  0.00
C31 -1.773 2.160 -5.488  0.00
C32 -0.928 2.363 -4.404  0.00
C33 0.272 3.043 -4.572  0.00
C34 -1.326 1.843 -3.045  0.03
O3 -2.405 1.276 -2.887  0.01
O4 -0.488 2.086 -2.099  -0.06
H42 0.064 3.692 -7.893  0.00
H43 -2.077 2.482 -7.586  0.00
H44 -2.699 1.627 -5.323  0.00
H45 0.923 3.200 -3.723  0.00